[1]
ORCA calculation (ωB97M-V with the def2-TZVPD basis set) on a structure of composition C34H38BF4N6O2PS5V in a non-equilibrium geometry.

Computed properties:
Total charge: -2
2S+1: 4
Energy relative to the best compared isomer or geometry (same formula, charge and spin), eV: 1.245
Max |F|, eV/Å: 2.8

Structure (XYZ):
```
92
C34H38BF4N6O2PS5V, DFT ωB97M-V with the def2-TZVPD basis set
V 0.608 -0.685 0.391
S 2.367 -2.140 0.054
S 3.689 -1.229 -1.191
S 3.046 -1.125 -3.179
S 1.941 0.480 -3.675
N -2.880 -2.884 9.737
C -2.546 -2.612 8.662
C -2.129 -2.307 7.368
C -1.407 -3.261 6.623
C -0.989 -2.971 5.351
C -1.237 -1.718 4.763
C -1.957 -0.775 5.514
C -2.408 -1.059 6.778
C -0.707 -1.407 3.443
C -0.893 -2.324 2.388
C -1.604 -3.543 2.421
C -1.366 -4.168 1.207
C -0.554 -3.309 0.474
N -0.296 -2.188 1.157
C 0.145 -0.296 3.294
C 0.574 0.596 4.301
C 1.587 1.362 3.751
C 1.755 0.911 2.445
N 0.894 -0.068 2.153
H -1.184 -4.223 7.069
H -0.408 -3.691 4.795
H -2.179 0.181 5.066
H -2.987 -0.333 7.334
H -2.223 -3.892 3.228
H -1.726 -5.130 0.882
H -0.108 -3.467 -0.490
H 0.192 0.650 5.304
H 2.133 2.161 4.221
H 2.467 1.241 1.713
O 1.892 0.887 -0.663
S 1.719 2.135 -1.426
C 3.250 2.558 -2.328
C 3.137 3.676 -3.145
C 4.238 4.162 -3.820
C 5.469 3.541 -3.679
C 5.578 2.425 -2.865
C 4.480 1.936 -2.180
C 2.301 3.386 -0.214
C 3.401 3.050 0.557
C 3.905 3.942 1.483
C 3.318 5.190 1.618
C 2.246 5.542 0.817
C 1.729 4.638 -0.097
H 2.167 4.142 -3.244
H 4.139 5.031 -4.456
H 6.337 3.932 -4.195
H 6.533 1.929 -2.764
H 4.570 1.048 -1.571
H 3.879 2.093 0.414
H 4.749 3.666 2.102
H 3.706 5.896 2.341
H 1.805 6.525 0.913
H 0.882 4.901 -0.709
C -1.719 -4.058 -2.495
N -2.547 -2.901 -2.242
C -3.931 -3.114 -2.577
P -1.755 -1.410 -2.520
O -0.516 -1.319 -1.740
N -1.469 -1.256 -4.172
C -2.536 -1.258 -5.139
C -0.221 -1.804 -4.651
N -3.004 -0.321 -2.234
C -2.789 1.026 -2.736
C -3.500 -0.375 -0.863
H -1.888 -4.820 -1.728
H -0.674 -3.757 -2.467
H -1.929 -4.500 -3.481
H -4.382 -3.802 -1.853
H -4.048 -3.557 -3.578
H -4.469 -2.171 -2.545
H -3.451 -0.897 -4.676
H -2.720 -2.260 -5.555
H -2.272 -0.598 -5.974
H 0.477 -1.850 -3.819
H 0.210 -1.151 -5.412
H -0.355 -2.808 -5.074
H -2.176 0.987 -3.636
H -2.283 1.661 -2.010
H -3.757 1.474 -2.977
H -3.246 -1.342 -0.426
H -4.590 -0.246 -0.859
H -3.062 0.406 -0.244
F -0.944 3.285 -0.869
B -1.285 2.617 0.299
F -0.915 1.254 0.170
F -0.637 3.168 1.373
F -2.659 2.689 0.467
```

=====

[2]
ORCA calculation (ωB97M-V with the def2-TZVPD basis set) on a structure of composition C34H38BiN6O4Sb.

Computed properties:
Total charge: +2
Energy relative to the best compared isomer or geometry (same formula, charge and spin), eV: 0.000
Max |F|, eV/Å: 0.5

Structure (XYZ):
```
84
C34H38BiN6O4Sb, DFT ωB97M-V with the def2-TZVPD basis set
Bi -0.346 -0.581 -0.355
O 1.840 4.426 0.723
C 0.879 4.634 -0.185
C 0.924 5.850 -0.875
C -0.017 6.143 -1.834
C -1.041 5.238 -2.140
C -1.090 4.039 -1.476
C -0.136 3.704 -0.495
C -0.186 2.371 0.084
O -1.032 1.515 -0.401
N 0.650 2.045 1.064
N 0.578 0.722 1.348
C 1.134 0.244 2.395
C 1.069 -1.196 2.643
C 1.691 -1.762 3.744
C 1.587 -3.133 3.933
C 0.870 -3.884 3.016
C 0.281 -3.237 1.940
N 0.368 -1.921 1.756
H 1.702 3.556 1.143
H 1.713 6.547 -0.625
H 0.033 7.091 -2.354
H -1.785 5.489 -2.884
H -1.871 3.322 -1.694
H 1.639 0.904 3.095
H 2.245 -1.141 4.434
H 2.060 -3.606 4.783
H 0.765 -4.954 3.123
H -0.284 -3.796 1.203
O -0.971 3.169 -7.044
N -0.354 3.731 -6.162
O -0.050 4.903 -6.140
C 0.086 2.910 -5.015
C 1.302 3.189 -4.515
C 1.811 2.430 -3.415
C 3.086 2.659 -2.870
C 3.505 1.911 -1.800
C 2.622 0.968 -1.267
N 1.417 0.744 -1.759
C 1.013 1.439 -2.839
C -0.299 1.146 -3.382
N -1.030 0.168 -2.790
C -2.226 -0.092 -3.280
C -2.789 0.593 -4.358
C -2.064 1.583 -4.965
C -0.769 1.875 -4.488
H 1.892 3.988 -4.942
H 3.722 3.422 -3.301
H 4.480 2.051 -1.357
H 2.907 0.395 -0.391
H -2.788 -0.888 -2.804
H -3.779 0.333 -4.704
H -2.469 2.124 -5.805
C -2.604 -0.696 3.567
C -3.500 -1.460 2.597
C -4.971 -1.340 2.987
Sb -3.171 -0.851 0.553
C -3.842 -2.563 -0.587
C -5.315 -2.914 -0.414
C -2.945 -3.745 -0.221
C -4.246 0.978 0.171
C -3.913 1.969 1.283
C -5.744 0.789 -0.024
H -2.736 -1.093 4.575
H -2.863 0.363 3.601
H -1.548 -0.779 3.310
H -3.208 -2.514 2.583
H -5.284 -0.297 3.039
H -5.112 -1.767 3.982
H -5.641 -1.865 2.308
H -3.652 -2.307 -1.631
H -5.532 -3.221 0.609
H -5.562 -3.759 -1.060
H -5.984 -2.094 -0.674
H -3.122 -4.087 0.800
H -1.877 -3.521 -0.326
H -3.155 -4.586 -0.885
H -3.789 1.325 -0.758
H -4.358 1.673 2.234
H -4.325 2.947 1.026
H -2.838 2.094 1.423
H -6.228 0.372 0.859
H -5.976 0.153 -0.879
H -6.199 1.764 -0.213
```

=====

[3]
ORCA calculation (ωB97M-V with the def2-TZVPD basis set) on a structure of composition C34H38GeN5O7P2SY in a non-equilibrium geometry.

Computed properties:
Total charge: +1
2S+1: 2
Energy relative to the best compared isomer or geometry (same formula, charge and spin), eV: 0.000
Max |F|, eV/Å: 1.1

Structure (XYZ):
```
89
C34H38GeN5O7P2SY, DFT ωB97M-V with the def2-TZVPD basis set
Y 0.232 1.272 -0.048
N -1.715 5.339 0.173
C -0.217 5.125 -0.020
C 0.517 6.457 -0.004
P 0.253 3.920 1.304
O 0.519 4.901 2.515
O 1.433 3.109 0.849
O -0.950 3.020 1.452
P -0.042 4.243 -1.651
O -1.073 5.143 -2.493
O 1.341 4.286 -2.169
O -0.673 2.896 -1.397
H -1.901 6.055 0.877
H -2.104 4.441 0.504
H -2.151 5.615 -0.712
H 0.380 6.978 0.944
H 0.183 7.097 -0.823
H 1.582 6.274 -0.141
H 1.003 4.536 3.266
H -0.783 5.374 -3.382
S 2.100 -0.386 0.956
C 1.258 -0.990 2.366
N 1.813 -1.693 3.315
N 3.081 -1.948 3.228
C 3.764 -2.694 4.193
C 5.137 -2.866 4.034
C 5.853 -3.595 4.967
C 5.210 -4.155 6.062
C 3.842 -3.979 6.213
C 3.110 -3.254 5.287
N -0.091 -0.837 2.576
N -0.715 -0.134 1.748
C -2.136 -0.178 1.890
C -2.898 0.661 1.085
C -4.283 0.589 1.113
C -4.917 -0.314 1.950
C -4.157 -1.151 2.757
C -2.774 -1.095 2.727
H 3.590 -1.590 2.421
H 5.642 -2.425 3.180
H 6.920 -3.724 4.838
H 5.771 -4.724 6.791
H 3.335 -4.413 7.065
H 2.044 -3.116 5.406
H -2.435 1.408 0.449
H -4.867 1.247 0.480
H -5.998 -0.369 1.973
H -4.645 -1.866 3.407
H -2.183 -1.766 3.332
C -3.958 1.088 -4.665
C -2.822 0.533 -5.240
C -1.863 -0.074 -4.442
C -2.024 -0.138 -3.056
C -3.173 0.421 -2.494
C -4.134 1.027 -3.289
Ge -0.689 -1.007 -1.939
C -1.417 -2.318 -0.705
C -0.586 -3.024 0.167
C -1.111 -3.987 1.014
C -2.474 -4.257 1.001
C -3.312 -3.556 0.142
C -2.786 -2.590 -0.703
C 0.878 -1.564 -2.928
C 1.502 -0.697 -3.827
C 2.615 -1.108 -4.545
C 3.128 -2.386 -4.361
C 2.525 -3.252 -3.458
C 1.407 -2.842 -2.744
H -4.710 1.556 -5.289
H -2.687 0.562 -6.314
H -0.994 -0.518 -4.913
H -3.334 0.368 -1.422
H -5.025 1.443 -2.835
H 0.477 -2.808 0.195
H -0.455 -4.525 1.688
H -2.883 -5.012 1.660
H -4.374 -3.763 0.128
H -3.451 -2.057 -1.375
H 1.129 0.312 -3.958
H 3.086 -0.429 -5.246
H 3.998 -2.706 -4.920
H 2.921 -4.248 -3.312
H 0.943 -3.532 -2.050
C 3.200 1.142 -1.785
O 1.842 1.612 -1.675
H 3.830 1.639 -1.048
H 3.573 1.332 -2.789
H 3.191 0.072 -1.602
H 1.814 2.570 -1.919
```

=====

[4]
ORCA calculation (ωB97M-V with the def2-TZVPD basis set) on a structure of composition C34H38GeN5OPSiV in a non-equilibrium geometry.

Computed properties:
Total charge: +3
Max |F|, eV/Å: 2.5

Structure (XYZ):
```
82
C34H38GeN5OPSiV, DFT ωB97M-V with the def2-TZVPD basis set
V 0.043 1.085 1.259
N 2.221 4.005 3.932
N 1.064 3.727 3.322
N -0.023 4.434 3.547
C -0.941 3.799 2.836
N -0.409 2.747 2.210
N 0.895 2.724 2.530
H 2.239 4.925 4.353
H 3.049 3.649 3.477
H -1.972 4.108 2.774
C -0.441 -1.890 3.240
P -0.971 -0.172 3.064
C -0.574 0.596 4.663
C -2.781 -0.212 2.982
H -0.885 -2.276 4.160
H 0.645 -1.958 3.308
H -0.787 -2.483 2.394
H -0.905 -0.087 5.447
H -1.103 1.541 4.787
H 0.499 0.753 4.776
H -3.161 -0.514 3.960
H -3.092 -0.943 2.236
H -3.197 0.763 2.729
O 0.384 -0.210 0.328
Si 0.773 -1.754 -0.371
C 1.154 -1.687 -2.189
C 0.319 -2.332 -3.104
C 0.681 -2.420 -4.441
C 1.881 -1.861 -4.877
C 2.719 -1.210 -3.979
C 2.362 -1.128 -2.645
C 2.325 -2.215 0.529
C 2.827 -1.498 1.620
C 4.001 -1.882 2.250
C 4.694 -2.994 1.790
C 4.215 -3.716 0.707
C 3.041 -3.328 0.077
C -0.748 -2.773 -0.080
C -0.633 -4.153 0.111
C -1.765 -4.943 0.259
C -3.028 -4.369 0.207
C -3.162 -2.999 0.018
C -2.028 -2.211 -0.121
H -0.605 -2.792 -2.771
H 0.042 -2.944 -5.140
H 2.170 -1.959 -5.915
H 3.660 -0.794 -4.315
H 3.043 -0.664 -1.939
H 2.303 -0.615 1.985
H 4.379 -1.324 3.097
H 5.617 -3.290 2.272
H 4.758 -4.579 0.346
H 2.689 -3.892 -0.780
H 0.347 -4.615 0.154
H -1.663 -6.008 0.420
H -3.909 -4.988 0.306
H -4.149 -2.554 -0.029
H -2.145 -1.140 -0.274
Ge -1.638 1.662 -0.665
C -1.036 3.508 -0.599
C 0.298 3.861 -0.830
C 0.655 5.198 -0.898
C -0.317 6.181 -0.733
C -1.640 5.830 -0.493
C -2.004 4.493 -0.406
C -1.377 0.857 -2.376
C -0.230 1.154 -3.140
C -0.194 0.809 -4.470
C -1.275 0.128 -5.038
C -2.401 -0.201 -4.275
C -2.447 0.138 -2.943
H -3.087 1.489 -0.186
H 1.060 3.102 -0.989
H 1.679 5.479 -1.103
H -0.041 7.225 -0.798
H -2.394 6.598 -0.378
H -3.039 4.227 -0.220
H 0.603 1.691 -2.707
H 0.662 1.069 -5.077
H -1.243 -0.148 -6.084
H -3.235 -0.715 -4.733
H -3.320 -0.113 -2.353
```

=====

[5]
ORCA calculation (ωB97M-V with the def2-TZVPD basis set) on the molecule C34H38N2O5S in a non-equilibrium geometry.

Computed properties:
SMILES string: CCOC(=O)[C@@](OC)(C(c1cc2c3c(c1)CCN3CCC2)c1cc2c3c(c1)CCN3CCC2)S(=O)(=O)c1ccccc1
Energy relative to the best compared isomer or geometry (same formula, charge and spin), eV: 0.000
Max |F|, eV/Å: 2.9

Structure (XYZ):
```
80
C34H38N2O5S, DFT ωB97M-V with the def2-TZVPD basis set
C 0.801 5.556 -0.020
C 0.669 6.024 -1.463
N 0.379 4.907 -2.307
C -0.069 5.092 -3.671
C -0.106 3.660 -4.245
C 0.349 2.816 -3.108
C 0.275 1.459 -2.900
C 0.622 0.946 -1.618
C 0.345 -0.462 -1.235
C 1.256 -1.210 -0.301
C 2.121 -2.226 -0.805
C 2.911 -2.992 0.053
C 2.888 -2.614 1.402
N 3.629 -3.474 2.147
C 3.566 -3.523 3.573
C 3.299 -2.123 4.120
C 2.146 -1.387 3.412
C 2.077 -1.606 1.948
C 1.210 -0.930 1.068
C 4.119 -4.596 1.404
C 3.771 -4.225 -0.070
C 1.247 1.795 -0.662
C 1.233 3.191 -0.802
C 0.746 3.640 -2.036
C 1.628 4.258 0.162
H 1.221 6.352 0.606
H -0.217 5.355 0.343
H -0.164 6.732 -1.536
H 1.579 6.546 -1.803
H -1.040 5.609 -3.679
H 0.673 5.712 -4.199
H -1.111 3.375 -4.585
H 0.571 3.600 -5.111
H -0.019 0.817 -3.736
H 0.127 -1.068 -2.130
H 2.175 -2.371 -1.887
H 2.774 -4.222 3.907
H 4.523 -3.916 3.942
H 3.074 -2.203 5.187
H 4.211 -1.522 4.015
H 1.191 -1.709 3.849
H 2.232 -0.309 3.570
H 0.562 -0.135 1.464
H 5.189 -4.753 1.584
H 3.612 -5.522 1.716
H 3.251 -5.073 -0.544
H 4.694 -4.045 -0.649
H 1.756 1.379 0.203
H 2.705 4.474 0.052
H 1.477 3.895 1.182
C -4.525 1.829 -2.902
C -3.068 1.396 -2.979
O -2.826 0.548 -1.872
C -2.015 -0.548 -2.097
C -1.278 -0.849 -0.726
O -1.026 -2.205 -0.449
C -1.808 -3.224 -1.152
S -2.632 -0.388 0.505
C -2.788 -1.318 2.024
C -3.724 -2.362 2.113
C -3.813 -3.094 3.319
C -3.123 -2.663 4.447
C -2.241 -1.570 4.366
C -2.125 -0.851 3.170
O -2.553 1.046 0.748
O -3.758 -1.067 -0.169
O -1.892 -1.186 -3.141
H -4.684 2.614 -3.648
H -5.175 0.980 -3.136
H -4.780 2.208 -1.908
H -2.836 0.830 -3.913
H -2.368 2.254 -2.862
H -1.130 -4.093 -1.105
H -2.731 -3.391 -0.579
H -2.024 -2.872 -2.179
H -4.386 -2.598 1.267
H -4.416 -4.011 3.343
H -3.260 -3.186 5.389
H -1.625 -1.279 5.223
H -1.542 0.076 3.094
```

=====

One value per record, in order, for total energy: -149620.586; -65367.125; -144633.122; -144714.876; -59924.458 eV.